1.
{
  "formula": "C13H24N2O3S",
  "method": "the ωB97M-V functional and the def2-TZVPD basis",
  "symbols": ["C", "H", "H", "H", "S", "O", "O", "N", "C", "H", "C", "N", "C", "O", "C", "C", "C", "C", "H", "C", "H", "H", "C", "H", "H", "C", "H", "H", "H", "H", "H", "H", "H", "H", "C", "H", "C", "H", "H", "H", "H", "H", "H"],
  "positions_angstrom": [[4.994, 1.941, 0.847], [5.260, 1.469, 1.782], [4.231, 2.694, 0.989], [5.866, 2.366, 0.368], [4.321, 0.661, -0.237], [3.895, 1.285, -1.457], [5.266, -0.413, -0.311], [2.988, 0.179, 0.670], [1.717, 0.662, 0.177], [1.012, 0.663, 1.015], [1.189, -0.215, -0.969], [1.131, -1.591, -0.538], [0.029, -2.362, -0.349], [0.117, -3.475, 0.136], [-1.312, -1.789, -0.766], [-1.895, -0.914, 0.350], [-3.261, -0.335, -0.018], [-3.190, 0.653, -1.197], [-3.397, 0.174, -2.152], [-4.209, 1.738, -0.859], [-4.036, 2.661, -1.411], [-5.218, 1.387, -1.077], [-4.029, 1.904, 0.646], [-3.116, 2.468, 0.845], [-4.862, 2.425, 1.116], [-3.884, 0.466, 1.148], [-4.864, 0.060, 1.398], [-3.266, 0.414, 2.044], [-2.195, 1.102, -1.246], [-3.922, -1.165, -0.282], [-1.212, -0.093, 0.583], [-1.995, -1.529, 1.247], [-1.978, -2.639, -0.926], [-1.235, -1.236, -1.701], [2.425, -2.085, -0.108], [3.130, -2.032, -0.944], [2.954, -1.223, 1.040], [2.311, -1.326, 1.919], [3.971, -1.519, 1.291], [2.299, -3.121, 0.209], [1.893, -0.132, -1.805], [0.214, 0.143, -1.290], [1.865, 1.681, -0.179]],
  "forces_ev_per_a": [[-0.2579, -0.6319, -0.5957], [0.0240, -0.0802, 0.1754], [-0.1561, 0.1348, 0.0375], [0.1294, 0.0281, -0.1523], [0.2201, 0.7346, 0.7052], [-0.1860, 0.1547, 0.0814], [0.0177, -0.1958, 0.2631], [0.8667, 0.3005, -0.4476], [-0.4300, 0.3013, -0.4329], [0.0413, 0.0197, -0.0626], [-0.0771, 0.3568, 0.0727], [0.3598, 0.0429, -0.0131], [-0.3201, 0.0267, -0.3111], [-0.1583, -0.3125, 0.1968], [0.0553, -0.0325, 0.2454], [-0.2902, -0.1994, -0.2592], [0.2790, -0.0220, 0.1297], [-0.2639, -0.0896, -0.0613], [0.1026, 0.0000, -0.0849], [0.1714, 0.1049, 0.0094], [-0.0823, 0.0294, -0.0647], [-0.0785, 0.0029, -0.0389], [-0.1615, -0.0277, -0.0162], [0.0317, 0.0675, 0.0148], [0.0322, 0.0909, 0.0586], [-0.0313, 0.0380, 0.0136], [-0.0179, -0.0174, 0.0675], [-0.0155, -0.0674, 0.0874], [0.1214, 0.0107, -0.0340], [0.0146, -0.0161, -0.0050], [0.0296, 0.0886, 0.0842], [0.0840, 0.0251, 0.0530], [0.0988, 0.0206, -0.0378], [-0.0274, 0.0408, -0.0524], [0.1187, -0.2393, 0.3444], [-0.0419, -0.0510, 0.0238], [0.2049, -0.6562, -0.0580], [0.0480, 0.0194, -0.0438], [-0.1326, -0.1643, 0.1343], [0.0887, 0.1397, -0.0789], [-0.1735, 0.0124, 0.0208], [0.0091, -0.0174, -0.0161], [-0.2471, 0.0297, 0.0472]],
  "lowdin_charge": [-0.12, 0.06, 0.06, 0.07, 0.61, -0.30, -0.29, -0.24, -0.18, 0.12, -0.12, -0.05, -0.46, 0.05, -0.10, -0.17, -0.32, -0.17, 0.11, -0.20, 0.11, 0.11, -0.20, 0.11, 0.10, -0.16, 0.11, 0.11, 0.11, 0.14, 0.11, 0.13, 0.13, 0.11, -0.11, 0.13, -0.17, 0.14, 0.12, 0.13, 0.13, 0.11, 0.12],
  "lumo_energy_ev": 0.535,
  "homo_energy_ev": -8.9,
  "spin_multiplicity": 1,
  "smiles": "CS(=O)(=O)N1CCN(C(=O)CCC2CCCC2)CC1"
}



2.
{
  "formula": "C5H12NO",
  "method": "the ωB97M-V functional and the def2-TZVPD basis",
  "symbols": ["C", "C", "C", "C", "N", "C", "H", "H", "H", "H", "H", "H", "H", "H", "H", "H", "H", "H", "O"],
  "positions_angstrom": [[-1.534, 1.304, -2.574], [-1.313, 1.201, -1.062], [-0.191, 0.204, -0.832], [0.485, 0.110, 0.309], [1.535, -0.874, 0.378], [2.447, -0.933, 1.256], [-2.308, 2.034, -2.785], [-1.745, 0.367, -3.081], [-0.616, 1.658, -3.048], [-2.179, 0.875, -0.488], [-0.946, 2.164, -0.709], [-0.191, -0.637, -1.524], [0.171, 0.423, 1.292], [1.416, -1.657, -0.263], [2.551, -0.233, 2.068], [3.325, -1.550, 1.096], [-0.625, -0.797, 3.348], [-0.192, -2.160, 3.659], [-0.089, -1.497, 2.958]],
  "forces_ev_per_a": [[0.1296, 0.4662, 0.0129], [1.2283, -0.5589, -0.5880], [-1.4345, -0.2822, 1.0003], [-0.0183, -1.1982, 0.0311], [-1.0548, -0.2349, 0.3359], [1.3697, 0.3177, -0.1995], [-0.1591, -0.0574, -0.1728], [-0.3738, -0.2289, 0.2549], [0.0009, 0.1725, 0.0908], [-0.1792, 0.1354, -0.1160], [-0.3689, 0.0781, 0.2533], [0.8719, 0.3923, -0.4745], [0.3981, 1.0495, -0.1365], [0.5768, 0.2459, -0.4096], [-0.5223, 0.3831, -0.0127], [-0.5065, -0.7237, 0.1162], [-0.0446, 0.2924, -0.2462], [0.2975, -0.2376, -0.3795], [-0.2109, -0.0113, 0.6397]],
  "lowdin_charge": [-0.10, -0.22, -0.04, -0.07, 0.04, 0.16, 0.08, 0.08, 0.08, 0.12, 0.12, 0.13, 0.13, 0.18, 0.12, 0.13, 0.05, 0.06, -0.06],
  "lumo_energy_ev": -4.829,
  "homo_energy_ev": -14.1,
  "spin_multiplicity": 1,
  "total_charge": 1
}



3.
{
  "formula": "C2HCl2OS",
  "method": "the ωB97M-V functional and the def2-TZVPD basis",
  "symbols": ["C", "C", "O", "S", "Cl", "Cl", "H"],
  "positions_angstrom": [[-1.177, 0.812, -0.088], [0.766, -0.401, -0.006], [-0.757, 1.903, 0.015], [-2.514, 0.025, -0.429], [1.102, -1.962, -0.809], [1.210, -0.644, 1.690], [1.370, 0.267, -0.374]],
  "forces_ev_per_a": [[1.8713, -0.0200, -0.4768], [-4.6716, -3.0381, 1.9303], [0.8432, 0.7156, 0.5301], [-1.4108, -1.5103, -0.1538], [-0.1947, -0.0154, -0.4989], [0.1100, 0.2664, 0.7407], [3.4525, 3.6018, -2.0717]],
  "lowdin_charge": [-1.01, -1.10, -0.05, 0.54, 0.36, 0.37, -0.10],
  "lumo_energy_ev": 3.579,
  "homo_energy_ev": -3.5,
  "spin_multiplicity": 1,
  "total_charge": -1
}



4.
{
  "formula": "C2H2Br2Cl2",
  "method": "the ωB97M-V functional and the def2-TZVPD basis",
  "symbols": ["C", "C", "Cl", "Cl", "Br", "Br", "H", "H"],
  "positions_angstrom": [[-0.271, -0.577, -1.161], [-0.025, 0.718, 1.133], [0.187, -2.166, -0.503], [0.907, 0.127, -2.097], [0.576, -0.526, 2.273], [1.076, 2.053, 0.501], [-1.361, -0.418, -1.094], [-1.088, 0.789, 0.947]],
  "forces_ev_per_a": [[-0.1666, -1.6037, 2.4211], [-0.7669, 0.1458, -1.8806], [-0.5108, 0.8622, -0.7389], [-0.2476, 0.3786, -0.6844], [0.4405, -0.6966, 1.0375], [0.0581, 0.3567, 0.2806], [0.9979, 0.2472, -0.8006], [0.1954, 0.3098, 0.3652]],
  "lowdin_charge": [-1.10, -1.29, 0.46, 0.58, 0.69, 0.64, 0.04, -0.01],
  "lumo_energy_ev": [-0.166, -0.227],
  "homo_energy_ev": [-8.1, -8.3],
  "spin_multiplicity": 1
}



5.
{
  "formula": "C6H15IO3Si",
  "method": "the ωB97M-V functional and the def2-TZVPD basis",
  "symbols": ["C", "C", "C", "C", "C", "C", "O", "O", "O", "Si", "I", "H", "H", "H", "H", "H", "H", "H", "H", "H", "H", "H", "H", "H", "H", "H"],
  "positions_angstrom": [[-2.259, -1.668, 0.515], [1.470, -0.644, 2.597], [1.918, 0.007, -2.107], [-0.666, 3.509, -0.787], [-0.751, -1.725, 0.569], [-0.155, -0.367, 0.839], [1.317, -0.515, 1.158], [1.214, 1.013, -1.446], [-0.683, 2.236, -0.142], [-0.068, 0.872, -0.569], [-1.032, -1.659, -3.624], [-2.560, -1.455, 1.491], [-2.446, -0.885, -0.222], [-2.764, -2.550, 0.115], [1.155, -1.622, 2.900], [0.962, 0.151, 3.159], [2.518, -0.835, 2.746], [2.612, -0.629, -1.435], [2.525, 0.357, -2.961], [1.023, -0.625, -2.495], [-1.751, 3.700, -0.809], [-0.295, 3.480, -1.881], [0.001, 3.993, -0.184], [-0.365, -2.385, 1.406], [-0.309, -1.954, -0.470], [-0.611, 0.196, 1.634]],
  "forces_ev_per_a": [[0.9946, -0.1915, -1.8286], [0.1725, -0.7069, -1.3354], [-0.1738, -3.4250, -0.9542], [-1.7619, -1.9479, -3.0840], [1.4761, -0.8596, -0.9104], [1.9733, -0.4317, -0.1706], [-1.9721, 0.7382, 0.5770], [0.7806, 1.5775, 0.1281], [-0.6097, -0.2368, -0.0091], [0.3515, -1.6976, 0.4563], [-0.0885, 0.5974, 0.8058], [-1.1960, 0.6156, 1.3992], [-0.7366, 0.2767, 0.2455], [0.3519, -0.0780, 0.2279], [-1.2544, -0.5485, 0.2851], [0.5667, -0.1263, -0.1084], [0.7512, 1.1794, 0.2485], [-1.3143, 1.2464, -0.6907], [-0.5361, 0.3371, 0.5448], [2.2678, 0.1853, -0.0112], [0.7671, 1.2558, 0.1403], [-0.4219, -0.1650, 1.7811], [1.0813, 2.4979, 1.2238], [-0.3549, 0.3553, -1.2487], [-0.6823, -0.6420, 1.6546], [-0.4322, 0.1941, 0.6331]],
  "lowdin_charge": [-0.10, -0.07, -0.17, -0.05, -0.26, -0.33, -0.21, -0.19, -0.19, 0.66, -0.27, 0.06, 0.06, 0.09, 0.07, 0.10, 0.09, 0.12, 0.09, -0.10, 0.11, 0.13, 0.06, 0.13, 0.09, 0.11],
  "lumo_energy_ev": [-1.237, -1.237],
  "homo_energy_ev": [-7.5, -7.5],
  "spin_multiplicity": 1
}



6.
{
  "formula": "C7H5NO4RhS3Sb",
  "method": "the ωB97M-V functional and the def2-TZVPD basis",
  "symbols": ["Rh", "O", "C", "O", "C", "C", "C", "C", "C", "N", "C", "O", "O", "H", "H", "H", "H", "H", "S", "Sb", "S", "S"],
  "positions_angstrom": [[0.882, 1.329, 0.339], [2.005, -0.788, -2.938], [1.430, -0.310, -1.853], [1.890, 0.763, -1.324], [0.303, -0.962, -1.257], [-0.387, -2.126, -1.625], [-1.460, -2.542, -0.856], [-1.871, -1.827, 0.279], [-1.169, -0.676, 0.621], [-0.120, -0.282, -0.142], [-1.349, 0.265, 1.723], [-2.288, 0.148, 2.634], [-0.559, 1.241, 1.805], [2.750, -0.223, -3.206], [-0.069, -2.675, -2.498], [-1.994, -3.436, -1.132], [-2.711, -2.173, 0.862], [-2.868, -0.620, 2.525], [1.364, 4.881, 3.205], [2.661, 4.393, 1.324], [0.792, 3.688, -0.153], [2.770, 1.932, 1.665]],
  "forces_ev_per_a": [[1.1331, 2.1899, 0.8512], [-0.9510, -0.3421, 0.6969], [3.4086, 3.6019, -0.2680], [-0.6063, -2.4442, -1.6626], [-2.8922, -0.9878, 2.2367], [0.7898, 0.7277, -0.1434], [-0.2551, 0.2719, 0.5293], [0.4004, 0.1393, -0.2847], [0.9857, -0.9263, -1.9353], [-0.8296, -2.1567, -1.3811], [1.0683, 2.6310, 1.3575], [0.2629, -0.0392, -0.3213], [-1.8127, -1.4397, 0.6037], [-0.0207, 0.1083, 0.1308], [-0.0265, -0.1064, -0.0745], [-0.0687, -0.1238, -0.0462], [-0.0700, -0.0620, 0.0135], [0.0687, 0.0233, -0.0554], [-0.1023, 0.1327, 0.2481], [-0.2840, -0.6901, -0.3516], [0.8989, -1.2387, 0.8615], [-1.0974, 0.7311, -1.0051]],
  "lowdin_charge": [0.51, 0.21, -0.36, -0.08, -0.11, 0.08, 0.02, 0.07, -0.12, 0.02, -0.37, 0.22, -0.04, 0.17, 0.14, 0.13, 0.13, 0.14, -0.03, 0.31, -0.03, -0.03],
  "lumo_energy_ev": [-6.078, -6.075],
  "s_squared": 0.76,
  "homo_energy_ev": [-11.0, -11.0],
  "spin_multiplicity": 2,
  "total_charge": 1
}